# 1
48
Properties=species:S:1:pos:R:3 method="wB97M-V/def2-TZVPD" homo_energy_ev=-0.2 lumo_energy_ev=3.4 multiplicity=1 energy_ev=-29412.24151 largest_force_ev_per_a=1.96 charge=-2
N 1.07413 -1.30330 -3.74346
C 0.69301 0.10872 -3.62869
C -0.75386 0.34804 -3.19880
C -1.68712 0.61237 -4.36050
C -3.09210 0.86418 -3.83177
O -3.57651 2.18566 -3.96088
B -4.88878 2.02916 -3.27904
O -5.33118 0.64828 -3.70989
C -4.24802 0.01827 -4.37207
C -3.99332 -1.45706 -3.91219
O -3.68755 -2.28310 -4.83299
O -4.01726 -1.67633 -2.70791
H 0.63879 -1.72604 -4.54920
H 0.75878 -1.77964 -2.91258
H 1.36059 0.54944 -2.88996
H 0.88597 0.63196 -4.55533
H -0.77840 1.22117 -2.55054
H -1.13770 -0.48592 -2.61902
H -1.67156 -0.23612 -5.04076
H -1.33326 1.47828 -4.91627
H -3.07377 0.67820 -2.75811
H -4.75219 2.02392 -2.03312
H -5.72128 2.90716 -3.53822
H -4.41889 0.10597 -5.44383
C 0.45899 0.88255 2.16886
C -0.20802 0.05544 1.27554
C 0.47177 -0.48842 0.19570
C 1.81926 -0.21051 0.01090
C 2.48767 0.61386 0.90622
C 1.80669 1.16332 1.98371
H -0.07346 1.31118 3.00940
H -1.25846 -0.16258 1.41521
H -0.05212 -1.12407 -0.50599
H 2.34686 -0.63534 -0.83433
H 3.53932 0.83018 0.76230
H 2.32629 1.81174 2.67974
C 2.60791 -0.63664 5.13869
C 3.57921 -1.61651 5.28802
C 4.23096 -1.77057 6.50395
C 3.90637 -0.94874 7.57446
C 2.93321 0.02960 7.42645
C 2.28679 0.18737 6.20806
H 2.10164 -0.51454 4.18975
H 3.82768 -2.26015 4.45418
H 4.99226 -2.53221 6.61771
H 4.41189 -1.07124 8.52435
H 2.67822 0.66999 8.26160
H 1.53058 0.95304 6.09064


# 2
33
Properties=species:S:1:pos:R:3 method="wB97M-V/def2-TZVPD" homo_energy_ev="-18.1 / -20.5" lumo_energy_ev="-10.6 / -15.8" relative_energy_kj_mol=6.85 multiplicity=6 energy_ev=-29685.04856 largest_force_ev_per_a=7.21 charge=+3
O -3.28645 2.66704 -2.50226
C -2.97804 2.25302 -3.52494
Ir 0.11732 -1.66765 -3.26183
O -2.28870 -1.84967 -1.55355
C -1.82543 -1.59344 -2.63410
C 0.55965 -3.29131 -2.37941
O 0.89028 -4.26715 -1.84049
C 1.89169 -0.83483 -3.00793
O 2.87374 -0.30230 -2.72422
C -0.38399 -2.08181 -5.02396
O -0.76432 -2.46262 -6.05803
H -2.43755 -1.32383 -3.56687
C 0.62885 2.60161 0.02001
N 0.42570 1.70553 1.12551
C 0.83382 2.17142 2.42215
C 0.29291 1.27621 3.51485
C 0.50354 -0.18119 3.19480
N 0.00174 -0.47723 1.88013
C -0.20309 -1.85491 1.53600
C 0.06728 0.41517 0.82992
O -0.18031 0.06929 -0.34065
H 1.68306 2.89276 -0.06230
H 0.04084 3.51577 0.15953
H 0.32136 2.09930 -0.89426
H 1.93776 2.21402 2.47801
H 0.45236 3.19250 2.55048
H -0.77254 1.49137 3.65611
H 0.80956 1.50337 4.45004
H -0.03075 -0.81084 3.91324
H 1.57715 -0.41626 3.28275
H 0.69252 -2.29102 1.06213
H -0.40411 -2.41719 2.45101
H -1.04584 -1.94513 0.84813


# 3
9
Properties=species:S:1:pos:R:3 method="wB97M-V/def2-TZVPD" homo_energy_ev=-9.1 lumo_energy_ev=0.8 relative_energy_kj_mol=274.84 multiplicity=1 energy_ev=-7163.63116 largest_force_ev_per_a=3.89 charge=0
C -1.31213 0.19425 0.79456
C -0.11733 -0.09091 -0.08825
N -1.45176 0.25653 -0.46114
N 0.88250 0.86597 -0.24439
O 0.39109 -1.37329 0.08226
H -1.79728 0.55663 1.72756
H 1.67760 0.46895 0.29088
H 1.06497 1.00849 -1.30480
H 0.66235 -1.88662 -0.79669


# 4
17
Properties=species:S:1:pos:R:3 method="wB97M-V/def2-TZVPD" homo_energy_ev=-9.1 lumo_energy_ev=1.2 relative_energy_kj_mol=107.70 multiplicity=1 energy_ev=-6852.41231 largest_force_ev_per_a=0.23 charge=0
C -0.48489 1.93237 -0.07234
C -0.54209 0.46830 -0.46425
C 0.61861 -0.46979 -0.40616
C 2.00484 -0.05582 0.01774
N -0.42331 -0.51252 0.60026
C -1.34928 -1.62698 0.55398
H -0.88474 2.05547 0.93880
H -1.07955 2.55135 -0.75211
H 0.53732 2.32589 -0.07847
H -1.27292 0.22638 -1.24062
H 0.59410 -1.27255 -1.14965
H 2.53639 -0.89693 0.47637
H 2.58933 0.28516 -0.84498
H 1.96177 0.75248 0.75309
H -2.33228 -1.28950 0.89804
H -1.00575 -2.41832 1.22743
H -1.46756 -2.05499 -0.45712


# 5
14
Properties=species:S:1:pos:R:3 method="wB97M-V/def2-TZVPD" homo_energy_ev=-8.5 lumo_energy_ev=-1.0 relative_energy_kj_mol=720.48 multiplicity=1 energy_ev=-8828.73559 largest_force_ev_per_a=5.33 charge=0
C -0.46427 0.95207 0.31748
C -2.05334 0.84521 0.28911
C -1.05013 -1.13593 -0.39795
C 1.59931 -0.86539 -0.13587
C 2.55800 0.23967 0.09504
N 0.09089 -0.24602 -0.12283
O -2.21110 -0.59325 0.17931
H -2.67895 1.29823 1.01205
H -2.30540 1.23184 -0.67338
H -1.09244 -1.16911 -1.47554
H -0.86596 -2.18419 0.02608
H 3.71289 0.03188 0.21176
H 2.37385 0.47519 1.14973
H 2.38663 1.11979 -0.47500


# 6
27
Properties=species:S:1:pos:R:3 method="wB97M-V/def2-TZVPD" homo_energy_ev=0.7 lumo_energy_ev=6.4 multiplicity=1 energy_ev=-26669.71539 largest_force_ev_per_a=3.75 charge=-2
C -0.61025 -0.72030 1.73605
C -0.77780 -1.59110 0.57935
C -0.38527 0.76825 1.23346
C 0.48694 -2.02775 -0.13410
C -1.53631 1.27710 0.32045
C 1.05034 -0.98542 -1.03196
C -1.35839 2.77018 0.16783
C 0.16467 -0.09665 -1.89824
O 2.10761 -1.52456 -1.94386
O 3.00183 0.88070 -1.64023
O 3.61965 -0.87197 0.18072
F -2.79972 1.24265 1.32174
P 2.67152 -0.35986 -0.86210
H -1.41828 -0.73413 2.37329
H 0.34163 -0.92768 2.18899
H -1.32252 -2.51973 0.90606
H -1.47846 -1.00202 -0.16800
H -0.03634 1.34207 2.15816
H 0.43786 0.64719 0.62567
H 1.41772 -2.32545 0.53325
H 0.15137 -2.94513 -0.57483
H -0.54740 2.80321 -0.64427
H -0.82799 3.05064 1.13270
H -2.29683 3.28699 -0.15145
H -0.42522 0.65521 -1.34281
H -0.48944 -0.72810 -2.49153
H 0.85909 0.63565 -2.57433